{
  "formula": "C12H40O8",
  "method": "ωB97M-V/def2-TZVPD",
  "e_above_lowest_kj_mol": 380.2,
  "max_force_ev_per_a": 3.44,
  "s_squared": 0.755,
  "charge": 1,
  "spin_multiplicity": 2,
  "homo_ha": [-0.421, -0.421],
  "energy_ha": -1082.5963,
  "homo_lumo_gap_ha": [0.3219, 0.0719],
  "elements": ["C", "C", "C", "O", "H", "H", "H", "H", "H", "H", "H", "H", "C", "C", "C", "O", "H", "H", "H", "H", "H", "H", "H", "H", "C", "O", "H", "H", "H", "H", "C", "O", "H", "H", "H", "H", "C", "O", "H", "H", "H", "H", "C", "O", "H", "H", "H", "H", "C", "O", "H", "H", "H", "H", "C", "O", "H", "H", "H", "H"],
  "coordinates": [[15.190600, 1.654940, 16.698480], [16.132190, 0.840230, 15.832710], [16.384670, -0.624930, 16.140530], [15.590650, 0.983800, 14.527430], [15.459410, 1.451210, 17.734980], [14.142610, 1.368310, 16.610870], [15.401970, 2.722030, 16.629650], [17.048080, 1.420600, 15.721300], [15.463660, -1.200800, 16.231120], [16.842040, -0.706180, 17.126590], [17.062540, -1.084690, 15.421360], [14.849300, 0.379190, 14.447170], [12.200830, 4.379160, 13.371080], [12.663890, 5.882930, 13.256130], [13.172770, 6.513530, 14.541830], [13.560480, 6.061660, 12.271280], [11.796050, 4.283460, 14.378590], [13.003390, 3.643510, 13.424260], [11.399020, 4.208030, 12.652810], [11.829110, 6.552330, 13.048420], [14.082750, 6.065410, 14.940870], [12.415580, 6.609710, 15.319970], [13.414640, 7.539350, 14.263810], [14.452840, 5.897340, 12.584780], [8.661090, 0.358430, 9.516560], [8.175760, 1.586130, 9.148760], [8.172980, -0.427560, 8.940300], [9.730290, 0.225060, 9.351870], [8.452380, 0.406080, 10.585320], [8.315410, 2.123020, 9.932240], [8.621930, 3.599090, 11.739550], [7.722200, 3.747330, 10.650020], [8.057920, 3.508590, 12.667890], [9.238820, 2.719670, 11.554720], [9.275740, 4.471030, 11.720700], [7.729380, 4.673300, 10.396760], [12.811870, -2.011800, 14.709440], [13.890580, -1.163060, 14.159980], [12.708930, -2.115390, 15.789610], [11.866790, -1.677070, 14.281800], [12.985250, -3.023880, 14.343730], [13.827570, -1.239360, 13.205090], [12.673090, 3.327750, 9.972370], [12.973400, 4.629650, 9.493220], [12.976400, 2.494250, 9.338830], [13.123180, 3.331750, 10.965100], [11.608680, 3.160800, 10.137480], [13.362350, 5.157730, 10.194250], [11.808170, 1.063330, 12.724270], [11.450830, 0.672130, 11.381240], [11.512000, 0.274460, 13.415700], [12.859680, 1.342570, 12.790860], [11.138800, 1.880760, 12.992310], [12.241720, 0.275600, 11.008600], [13.450040, -1.982460, 10.830970], [14.020320, -0.676090, 10.932700], [13.997610, -2.500390, 10.043570], [13.511990, -2.649040, 11.691160], [12.380390, -1.841440, 10.675880], [14.965600, -0.628730, 11.093310]],
  "forces_ev_per_a": [[0.9, -0.7, 2.0], [-0.6, 0.9, -1.3], [0.1, 0.3, 1.1], [0.2, 0.1, -1.4], [-0.1, -0.1, 0.4], [0.0, 0.2, -0.4], [-0.5, 0.0, -0.6], [0.4, -0.4, 0.5], [-0.1, 0.1, -0.3], [0.2, 0.0, 0.1], [-0.2, 0.1, -0.1], [-0.2, -0.3, 0.1], [-0.2, 1.7, 1.2], [-1.6, -1.0, 2.5], [0.2, 0.4, 0.1], [1.9, 0.3, -2.8], [-0.6, 0.0, 0.0], [0.2, 0.2, -0.8], [0.4, -0.5, -0.1], [-0.5, -0.5, -0.5], [0.0, -0.3, 0.1], [0.0, -0.4, 0.0], [0.2, 0.1, 0.1], [0.2, 0.0, 0.1], [-1.6, -0.4, 0.3], [0.3, -0.7, -1.6], [-0.1, 0.0, -0.1], [0.9, 0.4, 0.2], [0.6, -1.2, 0.5], [-0.3, 2.2, 0.5], [0.1, 0.6, -0.1], [-0.2, -0.4, -0.4], [0.3, 0.0, 0.1], [0.2, -0.2, 0.3], [0.2, -0.2, 0.6], [-0.3, 0.0, -0.3], [0.5, -0.2, -1.6], [-1.1, -0.8, 1.4], [0.7, 0.8, 0.0], [-0.1, 0.0, 0.2], [0.0, -0.1, 0.0], [0.0, 0.0, -0.1], [0.4, 1.1, 1.2], [-0.5, -0.7, -1.2], [0.5, 0.3, -0.2], [0.0, -1.0, 0.0], [-0.5, 0.3, -0.1], [0.0, 0.1, 0.4], [-1.1, -0.1, -0.3], [-0.1, 0.2, 0.2], [0.5, -0.2, 0.1], [-0.2, -0.1, 0.2], [0.4, 0.3, -0.1], [0.4, 0.0, -0.2], [0.8, -0.2, -0.4], [-0.9, 0.4, 0.7], [-0.7, -0.2, -0.3], [0.4, 0.4, 0.6], [0.2, -0.1, -0.5], [0.1, -0.5, 0.0]]
}

{
  "formula": "C12H41F2N8O7P2S2",
  "method": "ωB97M-V/def2-TZVPD",
  "e_above_lowest_kj_mol": 528.4,
  "max_force_ev_per_a": 10.07,
  "charge": -1,
  "homo_ha": -0.118,
  "energy_ha": -3125.2598,
  "homo_lumo_gap_ha": 0.1460,
  "elements": ["N", "H", "H", "H", "H", "N", "S", "O", "O", "F", "S", "O", "O", "F", "O", "H", "O", "P", "N", "C", "C", "N", "C", "C", "N", "C", "C", "H", "H", "H", "H", "H", "H", "H", "H", "H", "H", "H", "H", "H", "H", "H", "H", "H", "H", "O", "P", "N", "C", "C", "N", "C", "C", "N", "C", "C", "H", "H", "H", "H", "H", "H", "H", "H", "H", "H", "H", "H", "H", "H", "H", "H", "H", "H"],
  "coordinates": [[12.490841, 9.721310, 21.221098], [13.147751, 10.473947, 21.072440], [12.393913, 9.481699, 22.197469], [12.831499, 8.916395, 20.714970], [11.593869, 10.010865, 20.858190], [7.763604, 11.459281, 20.460526], [6.628390, 10.856919, 21.626586], [5.559457, 9.911903, 21.251712], [6.325039, 11.777456, 22.700855], [7.678213, 9.854787, 22.327166], [6.825236, 11.363087, 19.325453], [5.782485, 12.315413, 19.247222], [6.709364, 10.093289, 18.658907], [7.777506, 12.119981, 18.214770], [15.502236, 13.508674, 20.828578], [16.374621, 13.797593, 21.160242], [12.872394, 9.032511, 27.529770], [12.995357, 9.647263, 28.848718], [12.421386, 8.679829, 30.131487], [12.626208, 8.877526, 31.563816], [11.606443, 7.482569, 29.801620], [12.100712, 11.160346, 29.104892], [12.170121, 11.896499, 30.361581], [11.719449, 12.051885, 27.962396], [14.597530, 10.125442, 29.246568], [15.728480, 9.200515, 29.555657], [15.163999, 11.378427, 28.665311], [13.678656, 8.992003, 31.823342], [12.223238, 8.125051, 32.241687], [12.133408, 9.824836, 31.782576], [12.252708, 6.627319, 29.604167], [11.103691, 7.678934, 28.854641], [10.901385, 7.238344, 30.596197], [12.005976, 12.948592, 30.128649], [11.412892, 11.574624, 31.076483], [13.174668, 11.919337, 30.784024], [11.771389, 11.518744, 27.013108], [10.735467, 12.505504, 28.081113], [12.463017, 12.845926, 27.893745], [16.110283, 8.747065, 28.640940], [16.523424, 9.680657, 30.126299], [15.349433, 8.290075, 30.019912], [14.527055, 11.668401, 27.829654], [16.184245, 11.187576, 28.332486], [15.338916, 12.140566, 29.424687], [15.469624, 5.424508, 19.406148], [16.889205, 5.092502, 19.177479], [17.648168, 6.367756, 18.291498], [16.836427, 7.281536, 17.583427], [19.116490, 6.466611, 18.166157], [17.055527, 3.767327, 18.145032], [15.921003, 3.311362, 17.267364], [18.368987, 3.223068, 17.763828], [17.867206, 4.735386, 20.596516], [17.641117, 3.403044, 21.203275], [17.839924, 5.896139, 21.493867], [16.745767, 8.072583, 18.327826], [15.858755, 6.939219, 17.244180], [17.245554, 7.705216, 16.666242], [19.448657, 5.921469, 19.049667], [19.437918, 7.508013, 18.182031], [19.388128, 6.110276, 17.172517], [15.009853, 3.886242, 17.432972], [16.080649, 3.628263, 16.236737], [15.883550, 2.224637, 17.343023], [18.980487, 3.015728, 18.642000], [18.188570, 2.297507, 17.217112], [18.957408, 3.885627, 17.129102], [16.818969, 3.376490, 21.918456], [17.440325, 2.825919, 20.300665], [18.583321, 3.100146, 21.660009], [17.962369, 6.846938, 20.975139], [18.686747, 5.800323, 22.173439], [16.934507, 5.905481, 22.100676]],
  "forces_ev_per_a": [[-0.1, -0.1, -0.2], [0.7, 0.8, 0.2], [0.1, 0.1, 0.5], [0.1, -0.4, -0.3], [-0.6, 0.1, -0.2], [-0.2, -1.3, 6.4], [0.0, -1.5, 3.0], [2.1, 2.3, -0.1], [0.5, -0.4, -1.7], [0.1, 0.2, -0.2], [-0.5, 0.9, -10.0], [-2.1, 0.1, 1.2], [-0.5, 0.0, 0.9], [0.8, -0.3, 0.5], [0.3, -0.2, 0.2], [-0.6, -0.3, -0.2], [-0.7, -0.2, -0.5], [0.1, 2.4, 2.9], [0.2, -1.2, -0.6], [0.4, 1.6, -0.3], [0.8, 0.6, -0.9], [0.4, -1.1, -1.6], [0.3, 0.3, -0.5], [1.0, -0.8, 0.3], [0.7, 0.0, 0.6], [-1.8, -0.9, -0.7], [-0.5, -1.0, 0.2], [0.2, 0.0, -0.1], [-0.2, -0.3, -0.7], [0.1, -0.1, 0.7], [0.0, -0.3, 0.2], [-0.3, -0.1, 0.2], [0.0, 0.3, -0.1], [-0.3, 0.0, 0.0], [0.1, 0.0, 0.1], [0.1, -0.5, 0.3], [-0.2, -0.2, 0.2], [0.0, -0.2, 0.2], [0.0, 0.3, -0.1], [0.5, 0.5, -0.4], [-0.2, 0.0, 0.1], [-0.1, 0.3, 0.8], [0.3, 0.6, 0.1], [-0.2, -0.3, -0.6], [-0.7, 0.3, 0.1], [0.0, -0.1, 0.2], [1.1, 0.2, -1.2], [1.0, -2.6, 1.5], [-0.8, 1.7, 0.3], [-1.8, 0.2, 0.0], [-0.6, -0.6, 0.3], [1.1, 1.2, 0.3], [-0.6, 0.3, 0.2], [-1.3, 1.2, -2.1], [0.5, 1.1, -1.2], [0.5, -0.6, 0.6], [-0.9, 0.9, -0.7], [0.0, -0.4, 0.6], [0.8, -0.2, 0.1], [0.9, -0.1, -0.5], [0.0, 0.2, 0.4], [0.6, -0.5, 0.2], [-0.1, -0.6, 1.0], [0.7, -0.4, -0.3], [-0.6, 0.1, -0.1], [0.0, -0.1, 0.1], [0.2, -0.1, 0.1], [-0.1, 0.1, -0.2], [-0.1, 0.0, 0.0], [-0.2, -0.8, 0.6], [-0.1, -0.2, 0.2], [-0.2, -0.2, -0.2], [0.1, 0.1, 0.1], [-0.2, 0.2, 0.0]]
}

{
  "formula": "C12H41N8O11",
  "method": "ωB97M-V/def2-TZVPD",
  "e_above_lowest_kj_mol": 0.0,
  "max_force_ev_per_a": 1.36,
  "charge": -1,
  "homo_ha": -0.238,
  "energy_ha": -1747.7270,
  "homo_lumo_gap_ha": 0.3162,
  "elements": ["O", "C", "O", "O", "H", "C", "O", "N", "N", "H", "H", "H", "H", "C", "O", "N", "N", "H", "H", "H", "H", "C", "O", "N", "N", "H", "H", "H", "H", "C", "C", "C", "O", "C", "N", "H", "H", "H", "H", "H", "H", "H", "H", "H", "H", "H", "C", "C", "C", "O", "C", "N", "H", "H", "H", "H", "H", "H", "H", "H", "H", "H", "H", "O", "H", "H", "O", "H", "H", "O", "H", "H"],
  "coordinates": [[0.634532, 0.373013, -0.898480], [1.427018, 0.362216, 0.266824], [1.899517, -0.798590, 0.495087], [1.500985, 1.355712, 0.983140], [0.817190, -0.581069, -1.015218], [-1.921704, 4.093270, -1.287325], [-1.926122, 5.075665, -2.005008], [-1.038574, 3.045135, -1.409792], [-2.808316, 3.921430, -0.247173], [-0.952094, 2.388057, -0.651676], [-0.423897, 3.038342, -2.199989], [-3.582107, 4.546803, -0.147723], [-2.857634, 3.004694, 0.172019], [4.886235, -1.664626, -2.078525], [4.630627, -0.597496, -2.616642], [5.745902, -2.576738, -2.673199], [4.412255, -1.991892, -0.844018], [6.033662, -2.405893, -3.616581], [5.685984, -3.510938, -2.309173], [4.586398, -2.915527, -0.495684], [3.718662, -1.388999, -0.418877], [-2.859012, -0.095295, 0.315066], [-2.658551, 1.111050, 0.362208], [-2.051975, -0.925033, -0.406295], [-3.934132, -0.680526, 0.933132], [-1.431163, -0.459748, -1.047675], [-2.095901, -1.925687, -0.390708], [-4.013736, -1.678924, 0.969903], [-4.514411, -0.111852, 1.519155], [-1.294248, 1.064021, 3.954201], [-1.201640, 2.580756, 3.812072], [-0.406168, 3.194984, 4.957659], [-1.010209, 3.110144, 6.250566], [-2.272221, 3.733194, 6.285381], [-0.485223, 2.988386, 2.568040], [-0.313716, 0.592533, 3.828893], [-1.936341, 0.649513, 3.168291], [-1.692202, 0.709939, 4.909470], [-2.229145, 2.940101, 3.718068], [-0.263178, 4.253439, 4.711306], [0.569424, 2.714213, 5.001981], [-2.464570, 3.966488, 7.335935], [-3.025592, 3.021747, 5.936031], [-2.330457, 4.676402, 5.735326], [-1.186576, 2.863475, 1.841398], [0.177174, 2.232266, 2.383360], [-2.423858, -4.747975, -4.784530], [-0.929262, -4.577807, -4.660050], [-0.538063, -3.478942, -3.701292], [0.835474, -3.214236, -3.895135], [1.348659, -2.232673, -2.994152], [-0.339816, -5.854761, -4.130877], [-2.893682, -3.853668, -5.200215], [-2.881999, -5.007041, -3.827672], [-2.695856, -5.568935, -5.454771], [-0.489813, -4.410945, -5.648298], [-0.684043, -3.859787, -2.675744], [-1.139442, -2.563426, -3.784778], [2.425810, -2.279840, -3.116867], [1.082607, -2.524676, -1.970788], [0.959045, -1.244136, -3.246071], [-0.319276, -6.499642, -4.916151], [0.638594, -5.650769, -3.938494], [4.339357, 2.516080, 1.128729], [4.976730, 1.959488, 1.582328], [3.665375, 1.909407, 0.797195], [1.787387, -1.451042, 3.265824], [2.348175, -2.145275, 2.913080], [1.566333, -0.933055, 2.473446], [1.523837, 4.443207, 0.070666], [0.742157, 4.371112, -0.486755], [1.550822, 3.601168, 0.546644]],
  "forces_ev_per_a": [[0.8, -0.5, 0.6], [-0.3, -0.5, 1.0], [0.2, 0.4, -0.4], [0.0, 0.4, -0.6], [-0.5, 0.2, -0.9], [-0.2, -0.3, 0.4], [0.0, 0.1, -0.4], [-0.5, 0.6, 0.1], [0.5, -0.3, 0.1], [0.2, -0.3, -0.3], [0.2, 0.0, 0.1], [0.1, 0.2, -0.1], [-0.3, 0.1, -0.1], [0.1, 1.1, -0.4], [0.0, -0.3, 0.0], [-0.4, -0.2, 1.1], [0.4, -0.3, -0.5], [-0.2, 0.0, -0.1], [0.3, -0.2, -0.4], [-0.2, 0.1, 0.3], [-0.3, -0.1, 0.1], [0.0, -0.1, -0.2], [-0.2, -0.1, 0.1], [-0.3, 0.3, 0.0], [0.3, -0.1, -0.2], [0.3, 0.0, 0.3], [-0.1, 0.0, 0.0], [-0.1, 0.0, 0.1], [0.1, 0.0, 0.1], [-0.1, -0.5, -0.2], [0.5, -0.5, -0.4], [-0.6, 0.6, 0.0], [0.3, 0.0, -0.4], [0.1, -0.4, 0.7], [-0.8, -0.9, 0.6], [0.0, 0.1, 0.1], [0.1, 0.1, 0.0], [0.0, 0.3, 0.1], [0.1, 0.5, 0.4], [0.1, 0.0, 0.0], [0.0, -0.1, 0.2], [-0.1, -0.1, 0.0], [-0.3, 0.3, -0.1], [0.2, -0.1, -0.3], [0.3, 0.2, -0.3], [0.2, 0.4, -0.2], [-0.5, -0.1, -0.2], [0.3, -1.1, 0.2], [0.3, 0.0, 0.3], [-0.1, 0.1, 0.0], [-0.2, -0.8, -0.4], [-0.1, 0.6, -0.4], [0.0, 0.1, 0.2], [0.1, 0.2, 0.1], [0.3, 0.0, 0.0], [-0.1, 0.5, 0.0], [-0.1, 0.0, -0.1], [0.0, 0.0, -0.3], [0.0, 0.4, 0.1], [0.1, 0.2, 0.1], [0.1, 0.1, 0.1], [0.0, -0.2, 0.2], [0.0, -0.1, 0.1], [0.2, 0.1, -0.1], [-0.1, -0.1, 0.0], [-0.2, 0.1, 0.2], [-0.2, 0.0, 0.2], [0.0, 0.0, -0.1], [0.3, -0.1, -0.1], [0.1, 0.0, -0.1], [0.0, 0.0, 0.1], [0.0, 0.0, 0.0]]
}